{
  "formula": "C20H22N2O4",
  "method": "the ωB97M-V functional and the def2-TZVPD basis",
  "elements": ["C", "C", "N", "O", "C", "C", "O", "N", "C", "C", "C", "C", "C", "C", "C", "C", "C", "C", "C", "C", "C", "C", "O", "C", "C", "O", "H", "H", "H", "H", "H", "H", "H", "H", "H", "H", "H", "H", "H", "H", "H", "H", "H", "H", "H", "H", "H", "H"],
  "coordinates": [[-2.044239, -3.841307, 0.689537], [-1.591639, -2.639258, -0.083910], [-2.366032, -1.757941, -0.575037], [-3.734990, -1.827116, -0.304177], [-4.379883, -0.697720, -0.864416], [-3.595279, 0.617363, -0.717370], [-3.712467, 1.503334, -1.531515], [-2.804892, 0.655399, 0.386800], [-1.621472, 1.388459, 0.554379], [-0.680163, 0.893047, 1.450349], [0.540496, 1.527860, 1.615539], [1.559970, 0.951006, 2.552593], [0.803390, 2.674801, 0.880345], [-0.129309, 3.185201, -0.012501], [0.183011, 4.402992, -0.827512], [-1.347176, 2.539931, -0.170431], [-0.161186, -2.352606, -0.238323], [0.816519, -3.133729, 0.378971], [2.146386, -2.771299, 0.314051], [2.537614, -1.619022, -0.356545], [1.563445, -0.820990, -0.970805], [0.235556, -1.201179, -0.918614], [1.884227, 0.344263, -1.614446], [3.162831, 0.829187, -1.272507], [4.187775, -0.302399, -1.333554], [3.868735, -1.302722, -0.389880], [-3.130060, -3.898626, 0.667292], [-1.714459, -3.774293, 1.725421], [-1.629426, -4.746839, 0.251161], [-4.559379, -0.843258, -1.936082], [-5.341706, -0.624697, -0.349239], [-2.856574, -0.156076, 0.989083], [-0.890815, -0.010358, 2.006545], [1.937515, 0.006346, 2.158530], [2.397699, 1.631236, 2.687399], [1.116080, 0.748902, 3.525841], [1.750833, 3.181796, 1.003676], [-0.718646, 4.977466, -1.024153], [0.604903, 4.102282, -1.786833], [0.907056, 5.037952, -0.321909], [-2.075128, 2.913772, -0.870882], [0.548704, -4.028053, 0.917888], [2.910434, -3.369486, 0.784927], [-0.498878, -0.575628, -1.395949], [3.398667, 1.616068, -1.989953], [3.141693, 1.247635, -0.257537], [5.188911, 0.050901, -1.081998], [4.191365, -0.732576, -2.344264]],
  "forces_ev_per_angstrom": [[-0.287, 0.194, -0.061], [-0.954, -0.335, 0.298], [-0.011, 0.512, -0.747], [0.419, -0.809, 0.644], [0.057, 0.239, -0.401], [-0.250, -0.432, 0.105], [0.007, 0.062, -0.196], [-0.122, 0.093, 0.685], [0.146, 0.142, -0.022], [-0.029, 0.138, -0.030], [-0.081, 0.010, 0.014], [-0.038, -0.024, -0.031], [-0.021, -0.002, -0.019], [0.001, -0.111, 0.119], [0.007, -0.048, -0.036], [-0.031, 0.077, -0.118], [0.670, 0.249, -0.212], [-0.247, 0.062, -0.074], [0.230, 0.253, -0.109], [-0.069, -0.089, -0.015], [0.000, -0.072, 0.090], [0.280, -0.114, -0.007], [-0.277, -0.254, -0.077], [0.529, -0.122, 0.136], [-0.134, 0.482, -0.330], [-0.244, -0.233, 0.263], [0.039, -0.066, 0.043], [0.039, -0.052, 0.060], [0.050, -0.056, 0.014], [0.064, 0.096, 0.160], [0.093, 0.007, -0.063], [-0.028, 0.111, -0.284], [-0.038, -0.150, 0.062], [0.079, -0.068, 0.012], [0.074, 0.012, 0.033], [0.031, -0.024, 0.094], [0.116, 0.065, 0.045], [-0.027, 0.090, -0.042], [0.034, 0.058, -0.094], [0.036, 0.074, 0.000], [-0.068, 0.046, -0.013], [-0.055, -0.100, 0.068], [0.099, -0.075, 0.045], [-0.064, 0.145, -0.038], [0.035, -0.044, 0.086], [-0.005, 0.014, -0.088], [-0.091, 0.012, -0.068], [0.037, 0.037, 0.103]],
  "total_charge": 0,
  "homo_ev": -8.12,
  "max_force_ev_per_a": 1.115,
  "homo_lumo_gap_ev": 8.823,
  "smiles": "C/C(=N\\OCC(=O)Nc1cc(C)cc(C)c1)c1ccc2c(c1)OCCO2"
}



{
  "formula": "C2H3BrClN",
  "method": "the ωB97M-V functional and the def2-TZVPD basis",
  "elements": ["C", "C", "N", "Cl", "Br", "H", "H", "H"],
  "coordinates": [[0.898567, 0.495112, -0.477648], [-1.167917, -0.436165, 0.607050], [2.118770, 0.461965, -0.664027], [-1.462754, -2.002374, -0.054828], [-2.365485, 0.923643, 0.074128], [-1.000693, -0.449920, 1.676456], [0.263627, 1.236689, -0.937838], [2.715884, -0.228947, -0.223296]],
  "forces_ev_per_angstrom": [[0.020, -0.129, 0.255], [1.415, 0.334, -0.555], [-1.035, -0.311, 0.375], [-0.025, 0.055, 0.038], [0.178, -0.092, 0.016], [0.007, 0.027, -0.100], [-0.488, 0.294, -0.178], [-0.073, -0.178, 0.149]],
  "total_charge": 0,
  "homo_ev": [-8.44, -8.32],
  "max_force_ev_per_a": 1.556,
  "homo_lumo_gap_ev": [8.338, 8.010]
}



{
  "formula": "C3H2N2OS",
  "method": "the ωB97M-V functional and the def2-TZVPD basis",
  "elements": ["C", "C", "C", "N", "N", "O", "S", "H", "H"],
  "coordinates": [[-0.593664, 0.544329, 0.115213], [0.672111, 0.226954, 0.378568], [-1.160274, 1.716025, 0.662530], [-1.641978, 2.607296, 1.217258], [1.498386, 1.067156, 1.572062], [-0.110195, 0.419721, 3.407464], [1.036562, 1.224682, 3.004625], [-1.073382, -0.051603, -0.526763], [1.382915, -0.542751, 0.113671]],
  "forces_ev_per_angstrom": [[3.295, 1.325, 1.618], [2.057, 2.101, 4.479], [-1.013, 0.620, 1.001], [0.375, -0.438, -0.576], [-1.561, -0.860, -2.805], [0.409, 0.674, 0.285], [-0.759, -1.390, -0.910], [-2.124, -1.850, -2.550], [-0.680, -0.183, -0.541]],
  "total_charge": 0,
  "homo_ev": -10.55,
  "max_force_ev_per_a": 5.358,
  "homo_lumo_gap_ev": 9.729
}



Which formula does entry 3 have? C3H2N2OS